C34H36GeMoN6OS | wB97M-V/def2-TZVPD

XYZ file:
```
80
C34H36GeMoN6OS wB97M-V/def2-TZVPD
Mo -0.0480 -0.3906 -0.2067
N 2.1034 0.1357 3.6372
C 1.7640 -0.0312 2.3583
S 0.2312 -0.9178 2.0516
N 2.4881 0.3900 1.3926
N 2.0288 0.1231 0.1301
C 2.9717 0.0847 -0.7596
C 2.8334 -0.2394 -2.1520
C 3.9552 -0.2601 -2.9840
C 3.8182 -0.5277 -4.3312
C 2.5563 -0.7630 -4.8699
C 1.4277 -0.7518 -4.0667
C 1.5752 -0.4993 -2.7153
O 0.5255 -0.4652 -1.8609
H 1.5347 -0.2421 4.3723
H 2.9767 0.5801 3.8700
H 3.9714 0.3101 -0.4003
H 4.9265 -0.0514 -2.5526
H 4.6899 -0.5463 -4.9705
H 2.4482 -0.9510 -5.9294
H 0.4398 -0.9270 -4.4712
C -5.4520 -1.4250 1.1786
C -4.9077 -0.2244 0.4301
N -3.5021 -0.4615 0.1109
C -2.9083 -1.6531 0.0652
N -1.5662 -1.6803 -0.2046
C -0.9899 -3.0150 -0.4431
C -1.5220 -3.9816 0.5982
C -3.0137 -4.0939 0.3592
N -3.6203 -2.7617 0.2475
C -5.0779 -2.6775 0.4049
H -6.5325 -1.3502 1.2787
H -5.0184 -1.4692 2.1795
H -4.9794 0.6793 1.0333
H -5.4671 -0.0616 -0.4936
H -2.9010 0.3255 -0.0715
H 0.1038 -2.9513 -0.3854
H -1.2464 -3.3554 -1.4513
H -1.3255 -3.5774 1.5938
H -1.0524 -4.9601 0.5228
H -3.4952 -4.6148 1.1862
H -3.2142 -4.6614 -0.5530
H -5.4108 -3.5681 0.9329
H -5.5537 -2.6820 -0.5793
C -0.8228 1.3400 0.0209
Ge -0.6340 2.7012 -1.4572
C -1.1086 1.8447 -3.1690
C -0.7402 2.5290 -4.3280
C -1.1389 2.0785 -5.5784
C -1.9367 0.9483 -5.6840
C -2.3330 0.2731 -4.5376
C -1.9198 0.7186 -3.2899
C -1.8240 4.2374 -1.2678
C -3.2016 4.0547 -1.3811
C -4.0553 5.1454 -1.3671
C -3.5355 6.4277 -1.2463
C -2.1657 6.6176 -1.1377
C -1.3100 5.5255 -1.1473
C 1.2523 3.2203 -1.2890
C 2.1637 3.0213 -2.3204
C 3.4808 3.4410 -2.1857
C 3.8928 4.0697 -1.0194
C 2.9916 4.2701 0.0178
C 1.6779 3.8483 -0.1175
H -1.2525 1.7845 0.9198
H -0.1482 3.4352 -4.2492
H -0.8474 2.6230 -6.4670
H -2.2627 0.6046 -6.6569
H -2.9774 -0.5938 -4.6216
H -2.2539 0.1866 -2.4050
H -3.6074 3.0539 -1.5004
H -5.1233 4.9984 -1.4608
H -4.2000 7.2813 -1.2431
H -1.7587 7.6162 -1.0503
H -0.2389 5.6738 -1.0718
H 1.8373 2.5619 -3.2475
H 4.1797 3.2880 -2.9988
H 4.9104 4.4260 -0.9266
H 3.3070 4.7698 0.9242
H 0.9722 4.0183 0.6896
```

Results
Kohn-Sham gap in hartree: 0.2354
Calculated total energy in eV: -116024.456
Charge: +2
E_HOMO in Ha: -0.497
Lowest unoccupied orbital energy in eV: -7.11
Relative energy (zero: lowest compared OMol25 entry of this formula, charge and spin) in eV: 0.0000



C34H36IrN3PS5Sb | wB97M-V/def2-TZVPD

XYZ file:
```
81
C34H36IrN3PS5Sb wB97M-V/def2-TZVPD
Ir -0.4186 0.4015 0.2128
S -2.3456 7.3609 -0.1746
C -2.0873 5.7444 -0.1160
S -2.1875 4.8063 1.3372
C -1.7712 3.2550 0.6518
C -1.5342 3.2452 -0.6835
S -1.0759 1.8416 -1.5837
S -1.6835 4.7834 -1.4984
S -1.6374 1.8749 1.6874
C 0.7241 -5.7072 1.5057
C 1.2591 -5.0120 0.2565
Sb 1.1677 -2.8546 0.4342
C 2.0898 -2.4701 -1.4743
C 1.0401 -2.2390 -2.5581
C 2.9339 -2.6528 1.6519
C 4.2271 -3.1262 1.0002
H 0.7426 -6.7953 1.4088
H -0.3075 -5.4115 1.7125
H 1.3167 -5.4510 2.3874
H 0.6654 -5.2834 -0.6201
H 2.2891 -5.3098 0.0486
H 2.7404 -3.3103 -1.7241
H 2.7221 -1.5903 -1.3395
H 0.3844 -3.1068 -2.6704
H 1.4924 -2.0476 -3.5357
H 0.4079 -1.3800 -2.3118
H 2.7349 -3.2016 2.5759
H 2.9859 -1.5949 1.9121
H 4.1676 -4.1740 0.6975
H 5.0748 -3.0336 1.6843
H 4.4648 -2.5363 0.1129
N -3.6824 -2.2108 -1.0669
C -2.7775 -1.2140 -1.1854
N -2.0792 -1.0484 -0.0936
C -2.5527 -1.9882 0.8166
C -2.1731 -2.2369 2.1328
C -2.8362 -3.2442 2.8009
C -3.8532 -3.9910 2.1819
C -4.2397 -3.7492 0.8796
C -3.5671 -2.7299 0.2131
H -4.3321 -2.4931 -1.7782
H -2.6655 -0.6177 -2.0774
H -1.3868 -1.6575 2.5987
H -2.5705 -3.4679 3.8254
H -4.3465 -4.7738 2.7424
H -5.0260 -4.3224 0.4067
N 1.5013 0.5120 0.3550
P 2.5659 1.5692 -0.1329
C 2.7025 3.0756 0.8587
C 3.8464 3.8711 0.7854
C 3.9051 5.0649 1.4850
C 2.8246 5.4679 2.2619
C 1.6924 4.6726 2.3474
C 1.6311 3.4738 1.6480
C 2.3143 2.1437 -1.8297
C 2.1810 1.1856 -2.8351
C 1.8718 1.5679 -4.1285
C 1.6799 2.9119 -4.4269
C 1.8024 3.8677 -3.4315
C 2.1200 3.4866 -2.1341
C 4.2323 0.8635 -0.0491
C 4.6982 0.5103 1.2189
C 5.9596 -0.0363 1.3736
C 6.7674 -0.2425 0.2610
C 6.3131 0.1081 -1.0000
C 5.0500 0.6682 -1.1563
H 4.6892 3.5574 0.1797
H 4.7920 5.6826 1.4257
H 2.8700 6.4039 2.8038
H 0.8511 4.9823 2.9538
H 0.7571 2.8416 1.7223
H 2.2991 0.1358 -2.5965
H 1.7677 0.8179 -4.9025
H 1.4255 3.2111 -5.4356
H 1.6376 4.9135 -3.6564
H 2.1924 4.2389 -1.3592
H 4.0672 0.6747 2.0850
H 6.3144 -0.3048 2.3604
H 7.7531 -0.6738 0.3808
H 6.9435 -0.0442 -1.8666
H 4.7113 0.9601 -2.1417
```

Results
Kohn-Sham gap (spin up / spin down) in hartree: 0.2458 / 0.2148
Spin multiplicity: 5
Calculated total energy in eV: -113153.131
E_HOMO (spin up / spin down) in Ha: -0.237 / -0.258
Lowest unoccupied orbital energy (spin up / spin down) in eV: 0.25 / -1.18
Relative energy (zero: lowest compared OMol25 entry of this formula, charge and spin) in eV: 0.5029



C34H37BrFeGeN3Si | wB97M-V/def2-TZVPD

XYZ file:
```
78
C34H37BrFeGeN3Si wB97M-V/def2-TZVPD
Fe 0.9213 0.6518 -0.2210
C 2.1898 4.0668 -1.7061
C 0.8713 3.9795 -0.9998
C 0.0351 5.0742 -0.8720
C -1.1880 4.9016 -0.2232
C -1.5420 3.6796 0.2924
C -0.6412 2.6021 0.1564
N 0.5314 2.7886 -0.5088
N -0.7887 1.3373 0.5973
Si -2.0773 0.6355 1.5027
C -1.5547 -1.1169 1.9440
C -3.6658 0.5691 0.4976
C -2.4227 1.5721 3.0911
H 2.6262 5.0568 -1.5911
H 2.0634 3.8810 -2.7741
H 2.8858 3.3243 -1.3190
H 0.3334 6.0332 -1.2667
H -1.8656 5.7400 -0.1230
H -2.4862 3.5334 0.7921
H -2.2805 -1.8580 1.6159
H -1.4376 -1.2252 3.0201
H -0.5901 -1.3638 1.4949
H -3.4686 0.2571 -0.5280
H -4.1626 1.5378 0.4573
H -4.3673 -0.1396 0.9376
H -1.5962 1.4532 3.7911
H -3.3256 1.1920 3.5693
H -2.5610 2.6388 2.9268
C 0.9301 -4.9619 0.2962
C 0.3798 -3.7766 -0.4371
C -0.7484 -3.8514 -1.2481
C -1.2083 -2.7314 -1.9247
C -0.4932 -1.5602 -1.7569
Br -1.0235 0.0354 -2.6197
N 0.5801 -1.4552 -0.9862
C 0.9999 -2.5406 -0.3336
H 0.1516 -5.6951 0.4975
H 1.3740 -4.6609 1.2439
H 1.7116 -5.4475 -0.2909
H -1.2782 -4.7899 -1.3498
H -2.0830 -2.7609 -2.5538
H 1.8637 -2.3912 0.3026
C 2.4028 0.0824 1.0355
Ge 4.2877 -0.1296 0.7718
C 5.2826 0.6091 2.2935
C 5.3230 2.0031 2.3766
C 5.9239 2.6475 3.4457
C 6.4993 1.9065 4.4665
C 6.4561 0.5234 4.4129
C 5.8502 -0.1149 3.3387
C 4.7924 -1.9813 0.2990
C 4.2076 -2.5191 -0.8482
C 4.5119 -3.7952 -1.2923
C 5.4247 -4.5712 -0.5940
C 6.0305 -4.0514 0.5383
C 5.7180 -2.7705 0.9741
C 4.8550 0.8658 -0.8246
C 6.1164 1.4543 -0.9037
C 6.5595 2.0472 -2.0770
C 5.7528 2.0498 -3.2051
C 4.4983 1.4626 -3.1502
C 4.0606 0.8827 -1.9679
H 2.1164 -0.1097 2.0741
H 4.8765 2.5989 1.5899
H 5.9410 3.7287 3.4831
H 6.9720 2.4046 5.3027
H 6.8917 -0.0640 5.2112
H 5.8082 -1.1979 3.3445
H 3.5002 -1.9268 -1.4194
H 4.0453 -4.1793 -2.1911
H 5.6715 -5.5660 -0.9379
H 6.7552 -4.6407 1.0842
H 6.2280 -2.3911 1.8488
H 6.7627 1.4567 -0.0356
H 7.5394 2.5056 -2.1119
H 6.1017 2.5033 -4.1225
H 3.8600 1.4580 -4.0244
H 3.0651 0.4275 -1.9518
```

Results
Kohn-Sham gap (spin up / spin down) in hartree: 0.2603 / 0.2756
Spin multiplicity: 6
Calculated total energy in eV: -209152.314
E_HOMO (spin up / spin down) in Ha: -0.257 / -0.277
Lowest unoccupied orbital energy (spin up / spin down) in eV: 0.09 / -0.04
Relative energy (zero: lowest compared OMol25 entry of this formula, charge and spin) in eV: 0.1900